# 1
{
  "formula": "C12H22Cl3N2O4SV",
  "method": "the ωB97M-V functional and the def2-TZVPD basis",
  "orbital_gap_ev": [8.24, 8.97],
  "e_tot_ev": -98047.16157,
  "spin_multiplicity": 3,
  "s2": 2.012,
  "total_charge": 2,
  "elements": ["V", "C", "O", "C", "C", "O", "C", "H", "H", "H", "H", "H", "H", "H", "H", "H", "H", "C", "S", "C", "H", "H", "H", "H", "H", "H", "C", "N", "C", "C", "N", "C", "H", "H", "H", "H", "H", "H", "Cl", "C", "Cl", "Cl", "C", "O", "O"],
  "coordinates": [[0.3747, -0.1009, 0.5630], [3.1853, -1.0708, 1.7294], [2.2058, -0.9190, 0.6786], [2.6089, -1.3495, -0.6580], [1.9704, -2.6843, -0.8669], [0.5937, -2.3013, -0.8390], [-0.3199, -3.3956, -0.6938], [4.0862, -0.5145, 1.4764], [3.4212, -2.1260, 1.8597], [2.7531, -0.6853, 2.6478], [3.6754, -1.2186, -0.8193], [2.0846, -0.6958, -1.3638], [2.2083, -3.3868, -0.0636], [2.2426, -3.1293, -1.8254], [-0.2350, -4.0707, -1.5456], [-1.3227, -2.9814, -0.6559], [-0.1238, -3.9374, 0.2326], [1.3348, 2.5626, -1.7953], [1.8575, 1.8983, -0.2020], [1.6667, 3.3425, 0.8648], [0.3154, 2.9373, -1.7438], [1.4048, 1.7656, -2.5327], [2.0241, 3.3593, -2.0665], [2.4428, 4.0556, 0.5963], [1.8242, 3.0216, 1.8927], [0.6866, 3.7986, 0.7555], [-4.1742, 0.6383, -2.3862], [-3.0484, 0.9849, -1.5162], [-2.8704, 2.1997, -0.8948], [-1.7247, 2.1019, -0.1776], [-1.1993, 0.8352, -0.3574], [-2.0391, 0.1924, -1.1706], [-4.2403, 1.3525, -3.2027], [-5.1009, 0.6568, -1.8174], [-4.0262, -0.3586, -2.7909], [-3.5667, 3.0124, -1.0106], [-1.2668, 2.8291, 0.4679], [-1.9298, -0.8295, -1.4960], [0.1338, 0.7911, 2.7840], [-1.2608, -0.4106, 3.3437], [-2.7749, 0.3187, 2.8893], [-1.0908, -0.6428, 5.0228], [-0.9907, -1.6897, 2.4806], [-1.0540, -2.7573, 2.9899], [-0.7414, -1.3985, 1.2170]],
  "forces_ev_per_angstrom": [[-0.106, -0.531, -0.517], [0.283, -0.071, 0.110], [0.200, 0.295, -0.071], [-0.084, 0.139, 0.020], [-0.151, 0.051, -0.104], [-0.138, 0.098, -0.136], [0.003, -0.165, -0.042], [-0.037, 0.047, -0.040], [-0.046, -0.011, -0.065], [-0.072, 0.025, -0.035], [0.094, -0.249, 0.279], [0.241, 0.274, 0.023], [-0.089, -0.019, 0.016], [-0.010, 0.007, -0.045], [0.054, 0.023, -0.024], [0.021, -0.039, 0.009], [-0.031, 0.021, 0.006], [-0.001, 0.017, 0.051], [-0.076, -0.032, -0.039], [0.079, -0.051, 0.016], [-0.002, 0.001, -0.011], [0.005, -0.008, 0.000], [-0.012, 0.006, -0.024], [-0.016, 0.027, 0.005], [0.008, 0.046, 0.000], [-0.014, -0.015, -0.004], [-0.114, -0.031, -0.042], [-0.135, 0.034, -0.071], [0.037, 0.017, 0.026], [-0.025, -0.111, -0.006], [0.071, -0.011, 0.016], [0.112, 0.085, 0.080], [0.058, 0.007, -0.007], [0.033, 0.007, 0.049], [0.058, 0.001, 0.013], [-0.011, -0.021, -0.017], [0.004, 0.009, 0.014], [-0.032, 0.013, -0.048], [0.031, 0.157, 0.058], [-0.013, 0.020, -0.191], [0.040, -0.023, 0.001], [0.021, -0.024, 0.096], [-0.235, 0.436, 0.669], [0.056, -0.158, -0.338], [-0.059, -0.293, 0.323]],
  "lowdin_charge": [0.81, 0.01, -0.41, -0.13, -0.14, -0.25, -0.04, 0.11, 0.12, 0.09, 0.16, 0.11, 0.15, 0.15, 0.11, 0.08, 0.11, -0.31, 0.83, -0.32, 0.04, 0.05, 0.06, 0.06, 0.03, 0.04, 0.04, -0.09, 0.00, -0.12, -0.08, -0.09, 0.11, 0.11, 0.10, 0.15, 0.11, 0.15, 0.68, -1.38, 0.74, 0.79, -0.69, 0.17, -0.21]
}


# 2
{
  "formula": "C12H22ClI2N2P2Ru",
  "method": "the ωB97M-V functional and the def2-TZVPD basis",
  "orbital_gap_ev": [7.26, 4.81],
  "e_tot_ev": -65633.86780,
  "spin_multiplicity": 5,
  "s2": 6.019,
  "total_charge": 3,
  "elements": ["I", "I", "Ru", "P", "C", "C", "H", "H", "H", "H", "H", "H", "C", "H", "H", "H", "P", "C", "C", "H", "H", "H", "C", "H", "H", "H", "H", "H", "H", "Cl", "N", "C", "C", "C", "C", "C", "N", "C", "H", "H", "H", "H"],
  "coordinates": [[0.3647, 1.0860, -5.3306], [0.3577, -1.3817, -5.2501], [-0.0500, -0.1331, -0.2742], [-2.2462, -0.0252, -1.0792], [-3.3362, 0.2788, 0.3637], [-2.9007, 1.2529, -2.2156], [-3.9877, 1.1446, -2.2614], [-3.7938, -1.5408, -2.0153], [-2.4705, 1.1335, -3.2256], [-2.2090, -1.5832, -2.9129], [-2.8772, 1.0396, 1.0024], [-2.6394, 2.2461, -1.8221], [-2.6964, -1.5619, -1.9182], [-4.3039, 0.6329, 0.0006], [-2.3699, -2.4237, -1.3102], [-3.4445, -0.6633, 0.9115], [2.0376, -0.1552, -0.9074], [3.0706, -0.1782, 0.5926], [2.7465, -1.4339, -2.0056], [2.2566, 1.3312, -2.8879], [3.6830, 1.3574, -1.8377], [2.1995, 2.2566, -1.3213], [2.5885, 1.3529, -1.8290], [2.2016, -1.4079, -2.9755], [3.8139, -1.2192, -2.1563], [4.1010, -0.4528, 0.3285], [2.6493, -0.9246, 1.2908], [2.6133, -2.4206, -1.5314], [3.0475, 0.8117, 1.0691], [-0.1493, 0.4594, -2.6014], [1.9176, 2.8281, 4.9147], [1.2413, 1.9949, 4.4735], [0.4826, 0.9144, 3.9556], [0.0139, -0.1009, 4.7891], [-0.5211, -1.1942, 4.1153], [-0.4645, -1.3199, 2.7213], [-0.0897, -0.2777, 1.9208], [0.2764, 0.8496, 2.5576], [0.1164, -0.0208, 5.8746], [-0.9008, -2.0264, 4.7039], [-0.7792, -2.2186, 2.1929], [0.4506, 1.6932, 1.8906]],
  "forces_ev_per_angstrom": [[0.209, 2.047, -1.284], [0.015, -2.155, -0.774], [-2.351, 0.196, 0.578], [-2.830, 0.727, 0.026], [0.392, -0.637, -0.009], [0.744, 0.204, -0.249], [0.110, -0.018, 0.116], [0.343, -0.227, -0.060], [-0.494, 0.153, 0.570], [-0.394, -0.058, 0.557], [-0.174, -0.098, -0.033], [-0.196, -0.190, -0.193], [0.330, -0.246, 0.242], [0.039, -0.104, 0.125], [-0.326, 0.165, -0.400], [-0.133, 0.266, 0.134], [4.806, 0.755, -1.296], [-0.312, -0.255, 0.344], [-1.037, -0.500, 0.097], [0.229, 0.018, 0.871], [-0.102, 0.072, 0.236], [0.332, -0.299, -0.391], [-0.410, 0.109, 0.146], [0.522, -0.088, 0.670], [-0.327, -0.020, 0.095], [-0.227, 0.118, 0.094], [0.413, 0.295, -0.212], [0.218, 0.232, -0.362], [0.086, -0.258, -0.089], [0.451, -0.380, 1.628], [-0.864, -1.028, -0.644], [0.923, 1.720, 0.850], [-0.281, 0.059, -0.961], [0.146, 0.082, -1.020], [0.062, -0.956, -0.111], [-0.309, 0.443, -0.014], [-0.445, -0.081, 0.380], [0.531, -0.125, 0.128], [-0.147, -0.179, -0.387], [0.030, 0.030, -0.277], [0.083, 0.074, 0.385], [0.345, 0.138, 0.495]],
  "lowdin_charge": [0.64, 0.54, 0.83, 0.61, -0.21, -0.27, 0.08, 0.09, 0.01, 0.03, 0.05, 0.07, -0.23, 0.07, 0.07, 0.06, 0.60, -0.22, -0.23, -0.02, 0.08, 0.07, -0.27, -0.03, 0.08, 0.08, 0.05, 0.07, 0.06, -0.05, 0.24, -0.15, -0.17, 0.07, 0.01, -0.08, -0.11, -0.08, 0.16, 0.14, 0.13, 0.13]
}


# 3
{
  "formula": "C12H22N4O3S",
  "method": "the ωB97M-V functional and the def2-TZVPD basis",
  "orbital_gap_ev": 8.20,
  "e_tot_ev": -35737.40580,
  "spin_multiplicity": 1,
  "elements": ["C", "N", "N", "C", "S", "C", "C", "C", "C", "C", "C", "N", "C", "C", "N", "O", "H", "H", "H", "H", "H", "H", "H", "H", "H", "H", "H", "H", "H", "H", "H", "H", "H", "H", "H", "C", "C", "O", "O", "H", "H", "H"],
  "coordinates": [[3.5519, 3.1834, -1.2843], [3.1712, 3.7046, -0.1836], [3.4641, 2.7651, 0.7877], [3.9899, 1.7633, 0.2191], [4.4898, 0.3392, 1.0743], [4.6282, -0.9350, -0.2068], [3.4068, -1.8526, -0.2841], [2.1618, -1.0639, -0.6788], [0.8408, -1.7088, -0.2223], [-0.2970, -0.7030, -0.4319], [-0.9272, -0.2077, 0.8613], [-1.6191, 1.0723, 0.5085], [-2.5872, 0.9020, -0.6134], [-2.0800, 0.0340, -1.7673], [-1.3848, -1.1713, -1.2899], [4.0937, 1.9762, -1.1320], [3.4244, 3.7000, -2.2175], [4.8798, -0.5074, -1.1746], [5.4837, -1.5431, 0.0852], [3.6268, -2.5792, -1.0699], [3.2498, -2.4130, 0.6358], [2.1579, -0.0511, -0.2736], [2.0983, -0.9597, -1.7653], [0.9118, -1.9617, 0.8362], [0.6422, -2.6193, -0.7856], [0.1198, 0.1973, -0.9309], [-1.6736, -0.8594, 1.3209], [-0.1163, -0.0140, 1.5646], [-0.8739, 1.7312, 0.2811], [-2.0918, 1.4483, 1.3456], [-3.4821, 0.4411, -0.2242], [-2.8389, 1.9000, -0.9605], [-2.9561, -0.2829, -2.3312], [-1.4384, 0.6031, -2.4571], [-0.9774, -1.6204, -2.1038], [-5.6493, -0.5143, 2.1665], [-4.1526, -0.2126, 2.0663], [-3.8183, 1.0018, 1.9358], [-3.3800, -1.1915, 2.1237], [-6.2418, 0.3977, 2.1085], [-5.9460, -1.1787, 1.3537], [-5.8609, -1.0102, 3.1138]],
  "forces_ev_per_angstrom": [[-0.432, 1.053, 0.219], [-0.062, 0.161, 0.257], [-0.686, 0.738, 1.342], [0.045, -0.152, -0.861], [0.423, -0.043, -0.052], [0.090, -0.642, 0.171], [-0.061, 0.662, -0.716], [-0.717, -0.576, 0.060], [0.010, 0.527, -0.094], [-0.441, -0.202, -0.091], [0.718, -0.063, -0.301], [1.046, 0.038, 0.154], [-0.059, -0.163, -0.423], [0.096, -0.252, -0.052], [0.161, 0.452, -0.174], [0.542, -1.352, -0.397], [0.320, -0.510, -0.422], [-0.126, 0.217, 0.025], [0.164, 0.169, 0.087], [-0.050, -0.183, 0.088], [0.080, 0.152, 0.183], [0.297, -0.012, 0.150], [0.210, 0.125, -0.059], [-0.032, -0.184, 0.011], [-0.043, -0.139, 0.076], [0.354, -0.079, 0.133], [-0.096, -0.150, -0.092], [-0.203, 0.396, 0.201], [-0.173, 0.080, -0.385], [-1.150, -0.499, 0.110], [0.045, 0.059, 0.466], [-0.106, 0.030, -0.071], [-0.079, 0.127, -0.038], [0.048, 0.140, 0.129], [-0.113, -0.153, 0.025], [-0.068, 0.279, -0.046], [-0.237, -0.138, 0.400], [0.156, 0.184, 0.091], [-0.006, 0.083, -0.120], [0.043, 0.013, 0.005], [0.043, -0.096, 0.068], [0.048, -0.097, -0.055]],
  "lowdin_charge": [-0.21, 0.06, 0.03, -0.71, 1.02, -0.46, -0.25, -0.22, -0.13, -0.36, -0.07, 0.05, -0.10, -0.19, -0.01, 0.04, 0.13, 0.09, 0.07, 0.12, 0.11, 0.08, 0.13, 0.12, 0.12, 0.13, 0.10, 0.14, 0.17, 0.14, 0.11, 0.14, 0.12, 0.11, 0.11, -0.03, -0.74, -0.10, -0.06, 0.06, 0.07, 0.07]
}